No. 1
Formula: C25H51Cl46GaO2P
Source: the OMol25 dataset
Level of theory: ωB97M-V/def2-TZVPD

## Properties
* charge: -1
* M: 2115.2 g/mol
* lowest unoccupied orbital energy: 1.5 eV

Each line ends with the Mulliken charge.
CARTESIAN COORDINATES (ANGSTROEM)
1 Ga -2.3770 -2.4051 5.6086  -0.001
2 Cl -4.4789 -0.7483 -7.2543  -0.073
3 Cl -1.3097 -1.8290 -5.3029  -0.173
4 Cl -6.0851 1.2224 -4.8013  -0.144
5 Cl 10.3833 1.9946 -1.2784  -0.173
6 Cl -3.2957 2.0141 -4.3642  -0.215
7 Cl 1.7801 -0.6357 4.3550  -0.242
8 Cl -6.9462 -0.2038 -1.3229  0.024
9 Cl -4.0645 -0.9313 2.1888  0.023
10 Cl -8.5389 1.2272 3.8866  -0.140
11 Cl -7.6416 -5.6474 -12.0770  -0.157
12 Cl 3.4615 0.9789 0.2363  -0.092
13 Cl 1.3921 -4.1219 1.4546  -0.172
14 Cl 8.4361 0.0894 -0.2144  -0.200
15 Cl 6.1390 5.7822 3.8055  -0.196
16 Cl -3.7565 4.1069 -0.6998  -0.081
17 Cl -1.1054 0.5134 4.6344  -0.224
18 Cl 4.3372 0.7386 4.0358  0.001
19 Cl 9.9575 -6.5192 -0.5212  -0.129
20 Cl -1.1465 6.3566 0.9078  -0.090
21 Cl 11.8785 -0.5511 4.0881  -0.161
22 Cl 0.5905 -0.5588 -3.4675  -0.144
23 Cl 1.1773 5.9436 4.4574  -0.102
24 Cl 2.4042 8.1465 5.9600  -0.169
25 Cl 6.1726 -2.5405 4.5772  -0.185
26 Cl 5.5833 2.9402 -0.2564  -0.161
27 Cl 4.4636 -3.9465 2.6297  -0.160
28 Cl 11.6246 -3.7668 3.6883  -0.168
29 Cl -10.1122 -5.2692 -10.5513  -0.162
30 Cl -3.3721 7.7644 -0.3701  -0.154
31 Cl 6.8301 0.5749 2.5448  0.071
32 Cl -0.5209 -1.9799 0.7892  -0.152
33 Cl -9.5229 2.6634 0.3051  -0.157
34 Cl 12.0754 -7.6482 1.1658  -0.162
35 Cl -3.7633 3.7968 2.2124  -0.198
36 Cl 7.6209 1.1738 -3.6689  -0.102
37 Cl 7.2562 4.0706 -3.4865  -0.129
38 Cl -7.5224 4.7556 -0.1836  -0.166
39 Cl -6.4052 -1.9862 -9.0835  -0.138
40 Cl -13.7225 -7.9053 -9.4882  -0.155
41 Cl -8.9711 0.8439 -3.1737  -0.156
42 Cl 10.8259 -2.7187 1.0560  -0.071
43 Cl -4.2947 0.7694 -0.2267  -0.124
44 Cl -13.9246 -7.4557 -12.3747  -0.160
45 Cl 4.2475 3.7667 4.7754  -0.046
46 Cl 9.2110 0.4421 4.8204  -0.179
47 Cl -6.4924 3.1600 3.0668  0.040
48 P -4.4840 -1.8271 4.6690  0.343
49 O -5.5768 -2.3268 5.8426  -0.539
50 O -4.8239 -2.9071 3.3964  -0.551
51 C 6.0738 1.0561 4.0732  -0.736
52 C -1.6148 7.6665 -0.1763  -0.294
53 C -5.6002 -0.4874 -8.5839  -0.336
54 C -0.8395 -1.1801 4.9874  0.560
55 C 8.8203 1.7991 -0.4711  0.246
56 C -4.5020 4.6075 0.8210  0.822
57 C -8.5620 -0.4234 -2.0014  -0.512
58 C -8.1044 2.9347 3.7582  -0.394
59 C 0.8069 -3.0825 5.0839  -1.207
60 C 1.1033 -2.3799 1.3505  0.644
61 C 1.3120 6.7504 6.0193  -0.300
62 C -13.3004 -6.8445 -10.8372  0.110
63 C -8.1785 3.1974 -0.7110  0.333
64 C 10.1336 -0.7235 3.8662  0.056
65 C -8.3519 -5.0758 -10.5656  -0.032
66 C -3.2013 -0.0240 0.9367  -0.219
67 C 5.0689 -2.3867 3.1964  0.653
68 C 10.4333 -7.8519 0.5346  -0.273
69 C -4.6323 0.9800 -3.8256  0.355
70 C -0.5173 -0.3193 -4.8232  0.295
71 C 4.8442 1.4128 -0.7708  -0.206
72 C 7.8942 2.7345 -4.4511  -0.320
73 C 0.4015 -1.6536 4.8501  -0.262
74 C 11.8938 -3.8165 1.9406  0.189
75 C 4.5379 5.4880 4.5108  -0.154
76 H -8.1154 3.3702 4.7499  0.331
77 H -13.7267 -5.8658 -10.6550  0.288
78 H 8.9607 2.8742 -4.5784  0.264
79 H 0.3981 -3.7063 4.2922  0.319
80 H -2.0336 -3.9361 5.2689  -0.273
81 H -4.0720 -3.4750 3.2026  0.313
82 H -2.5401 -2.2255 7.1878  -0.279
83 H 1.8865 -3.1845 5.1312  0.289
84 H -6.3570 0.2193 -8.2646  0.247
85 H 11.7097 -4.8257 1.5941  -0.202
86 H -2.5668 -0.7131 0.3937  -0.004
87 H 1.8170 -1.9568 0.6533  0.237
88 H 0.3975 -3.4562 6.0184  0.350
89 H -8.1212 -4.0244 -10.4479  0.040
90 H 1.6973 6.0406 6.7416  0.266
91 H -1.2794 0.3913 -4.5285  -0.252
92 H 1.2269 -1.9481 2.3364  -0.570
93 H 10.3955 -8.7735 -0.0323  0.295
94 H -4.3255 -0.0564 -3.9066  0.291
95 H -2.6038 0.7451 1.4151  0.290
96 H -8.5892 -1.3793 -2.5100  0.356
97 H 8.0526 2.2376 -1.0930  -0.270
98 H 6.2393 2.1154 4.2260  0.462
99 H -1.1730 7.4912 -1.1494  0.261
100 H 4.2226 -1.7825 3.5016  -0.461
101 H -4.3886 5.6769 0.9402  0.179
102 H -5.5523 4.3310 0.7748  -0.815
103 H 9.9001 -0.5641 2.8204  0.037
104 H -1.2638 8.6032 0.2384  0.294
105 H 0.3294 7.0944 6.3161  0.329
106 H 9.7460 -7.8924 1.3704  0.266
107 H -4.8613 1.2241 -2.7976  -0.265
108 H -8.5303 3.2978 -1.7286  0.321
109 H 6.5171 0.4829 4.8771  0.267
110 H 12.9193 -3.5294 1.7431  0.281
111 H -12.2223 -6.7807 -10.9030  -0.058
112 H 5.6045 -1.9060 2.3874  0.199
113 H -8.8277 3.4273 3.1186  0.204
114 H -7.9353 -5.6477 -9.7460  0.286
115 H 4.4793 6.0048 5.4608  0.226
116 H 0.0451 0.0570 -5.6688  0.288
117 H 7.3954 2.7315 -5.4122  0.324
118 H 3.7857 5.8653 3.8332  0.157
119 H 9.8440 -1.7216 4.1673  0.237
120 H -5.0508 -0.0952 -9.4304  0.296
121 H 4.5115 1.5223 -1.7958  0.406
122 H -7.3881 2.4571 -0.6537  -0.282
123 H 5.5915 0.6312 -0.6946  0.067
124 H -5.2251 -3.1290 6.2442  0.277
125 H 8.8548 2.2988 0.4899  0.305
126 H -9.2910 -0.4001 -1.2003  0.322


No. 2
Formula: C8H16N2
Source: the OMol25 dataset
Level of theory: ωB97M-V/def2-TZVPD

## Properties
* SMILES string: CCc1c[nH]cn1.CCC
* M: 140.2 g/mol
* lowest unoccupied orbital energy: 0.9 eV

Each line ends with the natural charge from an NBO analysis.
CARTESIAN COORDINATES (ANGSTROEM)
1 N 0.6238 -0.3984 -2.6381  -0.524
2 N 0.1950 -0.1393 -0.3603  -0.458
3 C -2.2612 2.3231 1.2276  -0.601
4 C 0.4275 -2.7298 0.1575  -0.451
5 C 0.3295 -1.5559 -0.7465  0.101
6 C 1.0088 -2.3135 1.4583  -0.620
7 C 0.3111 0.4429 -1.5178  0.195
8 C -1.0458 3.1099 1.7524  -0.397
9 C 0.6077 -1.7109 -2.1379  -0.110
10 C 0.1408 2.1990 1.6685  -0.634
11 H 0.6544 -2.5499 -2.7562  0.216
12 H 0.7072 -3.0042 2.3796  0.210
13 H 0.6301 -0.1222 -3.5001  0.390
14 H -1.3371 3.3420 2.7896  0.191
15 H -2.3903 2.5452 0.2050  0.193
16 H -0.9440 4.0351 1.1787  0.193
17 H 1.0047 -3.5158 -0.3973  0.226
18 H -1.9287 1.3206 1.1948  0.206
19 H -3.1598 2.4375 1.7548  0.200
20 H 2.2262 -2.3494 1.3436  0.202
21 H 0.8411 2.5693 0.9763  0.197
22 H -0.6784 -3.1524 0.4192  0.203
23 H 0.6098 2.2413 2.6519  0.205
24 H 0.2616 1.4742 -1.7027  0.186
25 H 0.7776 -1.2940 1.9458  0.241
26 H -0.1172 1.1985 1.3322  0.242


No. 3
Formula: C2H5NO
Source: the OMol25 dataset
Level of theory: ωB97M-V/def2-TZVPD

## Properties
* SMILES string: C[C@@H]1NO1
* M: 59.1 g/mol
* lowest unoccupied orbital energy: 1.1 eV

Each line ends with the natural charge from an NBO analysis.
CARTESIAN COORDINATES (ANGSTROEM)
1 O -0.8146 -1.1769 0.7695  -0.387
2 N 0.5807 -1.2002 0.9204  -0.355
3 C -0.1204 0.7263 -0.7718  -0.654
4 C -0.1714 -0.0151 0.5497  0.221
5 H 0.7129 1.5412 -0.7350  0.221
6 H 0.9382 -1.8618 0.2004  0.338
7 H 0.1853 0.0231 -1.4874  0.221
8 H -0.3208 0.6133 1.4816  0.162
9 H -0.9899 1.3501 -0.9275  0.233


The records above give, respectively, total energy values of -668545.2739; -11533.3795; -5689.4510 eV.
The records above give, respectively, relative energy (zero: lowest compared OMol25 entry of this formula, charge and spin) values of 0.000; 2.605; 3.779 eV.
The records above give, respectively, orbital gap values of 5.4; 9.3; 10.4 eV.